i | {
  "formula": "C5H9NS",
  "method": "the ωB97M-V functional and the def2-TZVPD basis",
  "species": ["S", "N", "C", "C", "C", "C", "C", "H", "H", "H", "H", "H", "H", "H", "H", "H"],
  "positions_angstrom": [[-2.2797, 0.6709, 0.5351], [0.8295, 0.6581, 0.5008], [2.2779, 0.9761, 0.5579], [-0.8787, -1.7257, 0.4347], [-1.1244, 0.5386, -0.8342], [-1.6781, -0.8464, -0.3561], [0.2215, 0.9755, -0.5509], [-1.4297, 0.9893, -1.7453], [2.2123, 1.6826, 1.3449], [-0.3549, -2.2955, -0.1910], [2.8342, 0.2016, 0.9125], [-2.4996, -1.1439, -1.0148], [0.8724, 1.6368, -1.2882], [2.6756, 1.2629, -0.4692], [-1.4844, -2.4071, 1.0549], [-0.1939, -1.1739, 1.1090]],
  "lowdin_charge": [0.838, -0.034, -0.090, -0.151, -0.540, -0.513, -0.254, 0.084, 0.069, 0.037, 0.032, 0.102, 0.146, 0.094, 0.099, 0.080],
  "multiplicity": 1,
  "homo_ha": -0.3145,
  "charge": 0,
  "mol_weight_g_mol": 115.20,
  "smiles": "C/N=C/[C@@H]1S[C@@H]1C",
  "e_lumo_ev": 1.01
}


ii | {
  "formula": "C5H9NS",
  "method": "the ωB97M-V functional and the def2-TZVPD basis",
  "species": ["S", "N", "C", "C", "C", "C", "C", "H", "H", "H", "H", "H", "H", "H", "H", "H"],
  "positions_angstrom": [[1.2790, -0.0525, 2.5517], [-0.5070, 1.3911, 1.2998], [0.0388, -0.6319, 0.1194], [-0.1024, -2.1036, 0.4010], [0.3286, 1.2374, -1.5597], [0.1980, 0.2434, 1.3123], [-0.0509, -0.1696, -1.1181], [-0.4859, 1.9195, -1.5055], [1.0916, 1.6761, -0.9376], [-0.2613, -2.6214, -0.5684], [-0.4204, 2.1729, 1.9314], [-1.2400, 1.4180, 0.5942], [0.6884, 1.1701, -2.5840], [0.7979, -2.4467, 0.8672], [-0.4186, -0.8823, -1.9071], [-0.9357, -2.3206, 1.1034]],
  "lowdin_charge": [0.615, 0.078, -0.354, -0.075, -0.089, -0.838, -0.105, 0.053, 0.073, 0.084, 0.107, 0.108, 0.073, 0.053, 0.124, 0.093],
  "multiplicity": 1,
  "homo_ha": -0.3030,
  "charge": 0,
  "mol_weight_g_mol": 115.20,
  "smiles": "C/C=C(/C)C(N)=S",
  "e_lumo_ev": 0.29
}


So which one wins? Going from most stable to least: ii, i.